1.
Molecular formula: C3H3NOS2
Method: DFT, the ωB97M-V functional and the def2-TZVPD basis

Results
Lowest unoccupied orbital energy ... -0.6 eV
Highest occupied orbital energy ... -9.050 eV
Orbital gap ... 0.31110 Ha
DFT total energy ... -28364.5811 eV
Largest force on an atom ... 0.051 hartree/bohr

The geometry in ORCA input format:
```
! RIJCOSX wB97M-V def2-TZVPD def2/J DEFGRID3
* xyz 0 1
S 2.74 0.20 -0.33
C 1.17 0.28 -0.13
C 0.40 -0.96 0.19
O -0.71 -1.07 -0.60
N -1.68 -0.18 -0.36
C -1.37 1.03 -0.18
S 0.28 1.69 -0.22
H 1.13 -1.78 0.20
H 0.16 -0.84 1.21
H -2.13 1.62 0.23
*
```



2.
Molecular formula: C3H3NOS3
Method: DFT, the ωB97M-V functional and the def2-TZVPD basis

Results
Lowest unoccupied orbital energy ... -0.7 eV
Highest occupied orbital energy ... -9.046 eV
Orbital gap ... 0.30587 Ha
DFT total energy ... -39199.0598 eV
Largest force on an atom ... 0.154 hartree/bohr

The geometry in ORCA input format:
```
! RIJCOSX wB97M-V def2-TZVPD def2/J DEFGRID3
* xyz 0 1
S -2.66 -0.30 -0.78
C -1.09 -0.04 -0.18
C -0.48 1.05 0.35
S 0.97 1.35 -0.52
C 1.75 -0.10 -0.16
S 3.24 -0.48 -0.72
O 0.85 -0.91 0.63
N -0.36 -1.08 -0.31
H -0.29 0.74 1.47
H -1.26 1.81 0.31
H -0.66 -2.04 -0.09
*
```



3.
Molecular formula: C3H3NOS3
Method: DFT, the ωB97M-V functional and the def2-TZVPD basis

Results
Lowest unoccupied orbital energy ... -0.5 eV
Highest occupied orbital energy ... -8.641 eV
Orbital gap ... 0.29929 Ha
DFT total energy ... -39199.0307 eV
Largest force on an atom ... 0.106 hartree/bohr

The geometry in ORCA input format:
```
! RIJCOSX wB97M-V def2-TZVPD def2/J DEFGRID3
* xyz 0 1
S -1.99 2.33 -0.33
C -0.78 1.25 0.08
O 0.48 1.44 0.38
N 1.08 0.24 0.56
S 2.51 0.24 -0.64
C 0.21 -0.83 0.24
C -0.92 -0.30 -0.03
S -2.47 -1.11 -0.28
H 3.46 1.02 0.09
H 0.51 -1.94 0.41
H -2.10 -2.33 -0.48
*
```